{
  "formula": "C27H23NO5P",
  "method": "ωB97M-V with the def2-TZVPD basis set",
  "symbols": ["C", "C", "C", "C", "P", "C", "C", "C", "C", "C", "C", "C", "C", "N", "O", "C", "C", "H", "H", "H", "H", "H", "H", "H", "H", "H", "H", "H", "C", "C", "C", "O", "C", "O", "C", "C", "C", "C", "C", "C", "C", "C", "C", "O", "O", "H", "H", "H", "H", "H", "H", "H", "H", "H", "H", "H", "H"],
  "positions_angstrom": [[2.61334, -3.05595, 3.22699], [1.58609, -2.90996, 4.13797], [0.48726, -2.13940, 3.80950], [0.43040, -1.52567, 2.58406], [-0.99949, -0.50590, 2.24810], [-2.45158, -1.53728, 2.45489], [-3.36781, -1.24772, 3.43593], [-4.44391, -2.08963, 3.64073], [-4.59191, -3.21387, 2.85338], [-3.67989, -3.48966, 1.85440], [-2.60436, -2.64266, 1.65601], [-1.01796, 0.79160, 3.49047], [-1.09345, 2.02095, 3.15217], [-1.15606, 3.22636, 2.88829], [-0.92242, 0.02134, 0.79724], [1.44933, -1.65996, 1.67484], [2.55022, -2.43358, 1.99549], [3.47196, -3.65433, 3.48157], [1.64592, -3.37796, 5.10717], [-0.32126, -1.99884, 4.50838], [-3.24622, -0.36107, 4.03428], [-5.15751, -1.87514, 4.41995], [-5.41244, -3.88876, 3.03167], [-3.79870, -4.36756, 1.23944], [-1.88597, -2.83321, 0.87639], [-0.96240, 0.50671, 4.52151], [1.38439, -1.14361, 0.73147], [3.36310, -2.53737, 1.29451], [2.70989, 6.74450, -3.94317], [1.41883, 5.95312, -3.73713], [0.60132, 5.91437, -5.03650], [1.77729, 4.58188, -3.41851], [2.11054, 4.31456, -2.11723], [2.66667, 3.28600, -1.77769], [1.78146, 5.31480, -1.09535], [2.27738, 5.14767, 0.14557], [2.05826, 6.04247, 1.28308], [2.27822, 7.41485, 1.16824], [2.00873, 8.26593, 2.21305], [1.51880, 7.76193, 3.39859], [1.30766, 6.40615, 3.53985], [1.57297, 5.55255, 2.49397], [0.80077, 6.35779, -1.44079], [0.18108, 6.93034, -0.56276], [0.59965, 6.64826, -2.76194], [3.28986, 6.74478, -3.02456], [3.31320, 6.29006, -4.72545], [2.49430, 7.77523, -4.21492], [-0.31021, 5.34520, -4.86475], [0.32380, 6.91977, -5.34940], [1.16422, 5.43341, -5.83371], [2.85666, 4.25371, 0.31387], [2.62239, 7.80738, 0.22799], [2.16136, 9.32686, 2.09850], [1.28265, 8.42980, 4.20892], [0.91824, 6.01457, 4.46531], [1.35661, 4.50196, 2.58079]],
  "atomic_forces_ev_per_a": [[0.257, -0.172, 0.013], [-0.159, 0.016, 0.297], [0.386, -0.471, 0.510], [-0.831, -0.049, 0.144], [0.301, 3.975, -2.479], [0.687, 0.155, 0.366], [-0.499, 0.027, 0.393], [-0.144, -0.003, 0.074], [-0.217, -0.169, 0.158], [0.178, -0.076, -0.253], [-0.269, -0.613, -0.322], [0.240, -6.839, 0.277], [-0.563, 11.197, -2.582], [0.368, -5.276, 1.147], [-0.153, -1.183, 2.212], [0.413, -0.003, -0.443], [0.057, 0.069, -0.049], [0.196, -0.136, 0.060], [0.032, -0.139, 0.160], [-0.148, -0.066, 0.216], [0.131, 0.193, 0.100], [-0.146, 0.042, 0.115], [-0.213, -0.126, -0.003], [-0.037, -0.138, -0.113], [0.171, -0.094, -0.161], [0.095, -0.125, 0.496], [-0.118, 0.092, -0.184], [0.119, -0.030, -0.123], [-0.082, -0.138, 0.262], [0.297, 0.491, -0.935], [-0.061, -0.294, 0.644], [-0.555, 0.628, 0.781], [1.173, -1.572, 0.870], [-0.666, 0.909, -1.564], [-0.051, 0.313, -0.413], [-0.493, 0.216, -0.104], [-0.070, 0.492, 0.356], [0.085, -0.266, -0.222], [0.146, 0.202, -0.144], [-0.108, 0.003, 0.290], [-0.107, 0.102, 0.278], [0.306, -0.529, -0.558], [-0.752, 1.051, 1.888], [0.269, -0.320, -2.053], [0.370, -1.163, 0.132], [0.122, 0.035, 0.153], [-0.040, -0.096, -0.042], [-0.128, 0.017, 0.005], [-0.037, -0.031, 0.010], [0.108, 0.040, 0.137], [0.124, -0.012, 0.086], [0.102, -0.192, -0.030], [0.155, 0.146, -0.217], [0.052, 0.168, -0.044], [-0.018, 0.147, 0.208], [-0.111, -0.122, 0.068], [-0.165, -0.281, 0.133]],
  "orbital_gap_ev": 5.1,
  "charge": -1,
  "homo_ev": -3.2632,
  "e_above_lowest_kcal_mol": 10.9,
  "lumo_energy_ev": 1.789,
  "mol_weight_g_mol": 472.457,
  "largest_force_ev_per_a": 11.51
}